{"formula": "C42H35N3O", "method": "ωB97M-V/def2-TZVPD", "total_charge": 0, "homo_lumo_gap_ev": 3.44, "spin_multiplicity": 1, "e_lumo_ev": -2.4997, "symbols": ["C", "C", "C", "C", "C", "C", "O", "C", "C", "C", "C", "C", "C", "C", "N", "C", "C", "H", "H", "H", "H", "H", "H", "H", "H", "H", "H", "C", "N", "C", "C", "C", "C", "C", "C", "C", "C", "C", "C", "C", "C", "C", "C", "C", "N", "C", "C", "C", "C", "C", "C", "C", "C", "C", "C", "C", "H", "H", "H", "H", "H", "H", "H", "H", "H", "H", "H", "H", "H", "H", "H", "H", "H", "H", "H", "H", "H", "H", "H", "H", "H"], "positions_angstrom": [[4.1670, 4.9741, 0.7213], [4.9721, 3.8286, 0.7165], [4.3971, 2.5829, 0.9170], [3.0050, 2.4624, 1.2006], [2.4752, 1.3019, 1.8280], [3.3885, 0.2915, 2.4366], [3.2267, -0.9197, 2.2686], [4.5357, 0.8151, 3.2862], [4.4958, 2.0863, 3.8861], [5.5961, 2.6071, 4.5678], [6.7379, 1.8168, 4.7305], [6.7392, 0.4982, 4.2605], [5.6299, -0.0123, 3.5767], [1.1667, 1.2780, 2.2964], [0.0600, 1.2883, 2.6844], [2.1825, 3.5946, 0.9400], [2.7722, 4.8478, 0.7746], [4.6289, 5.9621, 0.6489], [6.0553, 3.9113, 0.5769], [5.0340, 1.6941, 0.9278], [3.6036, 2.7013, 3.7744], [5.5607, 3.6256, 4.9687], [7.5982, 2.2056, 5.2792], [7.6009, -0.1474, 4.4419], [5.6235, -1.0460, 3.2303], [1.0940, 3.4872, 0.9457], [2.1285, 5.7269, 0.6815], [-1.5717, -5.3885, 2.8569], [-1.1391, -5.3137, 1.4512], [-1.5991, -6.3833, 0.6232], [-2.9837, -6.5051, 0.4030], [-3.5055, -7.6112, -0.2657], [-2.6541, -8.6334, -0.7027], [-1.2770, -8.5451, -0.4570], [-0.7464, -7.4284, 0.2023], [-0.8227, -4.0123, 1.0043], [0.4768, -3.7159, 0.5373], [0.8676, -2.4100, 0.3499], [-0.0496, -1.3317, 0.4492], [0.3267, -0.0640, -0.0753], [-0.5346, 0.7785, -0.8239], [0.0304, 1.8953, -1.4989], [-0.7089, 2.7283, -2.3044], [-2.1136, 2.6005, -2.3573], [-2.8841, 3.6383, -2.9361], [-3.5051, 4.5736, -1.9785], [-3.6081, 3.4688, -4.1552], [-4.9132, 2.9531, -4.1251], [-5.6522, 2.8450, -5.3044], [-5.1120, 3.2948, -6.5155], [-3.8252, 3.8523, -6.5460], [-3.0689, 3.9346, -5.3738], [-2.7078, 1.5216, -1.6737], [-1.9410, 0.5842, -1.0048], [-1.3028, -1.6218, 1.0558], [-1.7024, -2.9301, 1.2503], [-0.8788, -4.8088, 3.4813], [-2.5923, -4.9908, 2.9880], [-1.5324, -6.4399, 3.1627], [-3.6362, -5.7122, 0.7739], [-4.5824, -7.6741, -0.4273], [-3.0708, -9.5183, -1.1919], [-0.6186, -9.3607, -0.7676], [0.3242, -7.3589, 0.4121], [1.1902, -4.5240, 0.3801], [1.8900, -2.1474, 0.0836], [1.3915, 0.1647, -0.1017], [1.1004, 2.0485, -1.3609], [-0.2172, 3.5223, -2.8682], [-3.7522, 5.4878, -2.5347], [-4.4208, 4.1567, -1.5216], [-2.7829, 4.8054, -1.1843], [-5.3301, 2.6346, -3.1675], [-6.6565, 2.4214, -5.2631], [-5.7095, 3.2494, -7.4297], [-3.4168, 4.2328, -7.4853], [-2.0679, 4.3756, -5.3701], [-3.7957, 1.4306, -1.6783], [-2.4281, -0.2979, -0.5917], [-1.9386, -0.7984, 1.3956], [-2.7163, -3.1348, 1.6147]]}

=====

{"formula": "C6H6GaN4SbSe4", "method": "ωB97M-V/def2-TZVPD", "total_charge": 0, "homo_lumo_gap_ev": 4.65, "spin_multiplicity": 1, "e_lumo_ev": -1.8811, "symbols": ["Ga", "N", "C", "C", "N", "C", "C", "N", "C", "C", "N", "H", "H", "H", "H", "H", "H", "Se", "Sb", "Se", "Se", "Se"], "positions_angstrom": [[-0.9478, -0.7737, -1.1940], [2.8682, -0.0646, -0.0194], [3.2266, 0.0965, -1.3717], [2.1368, -0.1837, -2.0825], [1.1324, -0.6688, -1.2817], [1.5785, -0.5398, 0.0200], [0.7044, -0.5660, 1.1322], [-0.6202, -0.7317, 0.8876], [-1.3126, -0.2802, 1.9441], [-0.4366, 0.0607, 2.9253], [0.8423, -0.1107, 2.4137], [3.5421, -0.0150, 0.7402], [4.1912, 0.4425, -1.6919], [2.0670, -0.1306, -3.1380], [-2.3766, -0.0972, 1.8769], [-0.6345, 0.3794, 3.9607], [1.6717, 0.0588, 2.9324], [-4.7673, 1.3119, -3.5667], [-3.6392, 0.8074, -1.5009], [-3.1937, -1.5591, -2.1147], [-1.3406, 1.6529, -1.5274], [-4.6921, 0.9109, 0.6556]]}

=====

{"formula": "C6H14IN2O2", "method": "ωB97M-V/def2-TZVPD", "total_charge": -1, "homo_lumo_gap_ev": 7.96, "spin_multiplicity": 1, "e_lumo_ev": 3.3106, "symbols": ["I", "C", "C", "O", "N", "C", "H", "H", "H", "H", "H", "H", "H", "C", "C", "O", "N", "C", "H", "H", "H", "H", "H", "H", "H"], "positions_angstrom": [[-7.0565, -3.4386, 3.6357], [-9.6430, -3.0418, 6.8997], [-10.8805, -2.8294, 6.0251], [-12.0529, -2.8404, 6.4082], [-10.5436, -2.5264, 4.7638], [-11.6068, -2.1604, 3.8566], [-9.6924, -4.1184, 7.1386], [-9.7318, -2.4670, 7.8181], [-8.7014, -2.7643, 6.3743], [-9.5760, -2.6871, 4.4362], [-12.3560, -2.9479, 3.7052], [-11.1275, -1.9225, 2.9067], [-12.1431, -1.2804, 4.1929], [-9.9803, -6.1896, 3.0777], [-10.4532, -5.5839, 1.7399], [-11.5683, -5.8230, 1.2811], [-9.5746, -4.7393, 1.1969], [-10.0019, -3.8475, 0.1591], [-9.5484, -5.4200, 3.7183], [-9.2263, -6.9430, 2.8491], [-10.8432, -6.6401, 3.5593], [-8.7497, -4.4984, 1.7422], [-9.8331, -2.8085, 0.4400], [-11.0517, -3.9597, -0.0553], [-9.5061, -4.0464, -0.8199]]}

=====

Computed highest occupied orbital energy, in the same sequence as the records: -0.218; -0.240; -0.171 Eh.